{"formula": "C15H25N2O4P", "method": "ωB97M-V with the def2-TZVPD basis set", "symbols": ["C", "C", "O", "P", "O", "O", "C", "C", "O", "C", "C", "C", "C", "N", "C", "C", "C", "N", "C", "C", "C", "C", "H", "H", "H", "H", "H", "H", "H", "H", "H", "H", "H", "H", "H", "H", "H", "H", "H", "H", "H", "H", "H", "H", "H", "H", "H"], "positions_angstrom": [[4.477, -3.015, -1.106], [3.101, -3.362, -1.590], [2.178, -2.324, -1.913], [0.842, -2.205, -0.909], [-0.011, -3.471, -0.829], [1.341, -1.692, 0.601], [0.656, -2.276, 1.684], [1.637, -3.049, 2.594], [-0.158, -1.046, -1.637], [0.315, 0.238, -1.640], [1.467, 0.674, -2.226], [1.953, 1.934, -1.830], [1.290, 2.836, -0.885], [1.882, 4.033, -0.609], [0.274, 2.285, -0.207], [-0.237, 1.010, -0.591], [-1.528, 0.480, 0.211], [-2.502, 1.509, 0.630], [-3.216, 2.337, -0.405], [-4.672, 2.249, 0.014], [-4.671, 2.028, 1.513], [-3.361, 1.403, 1.877], [4.598, -2.344, -0.254], [5.079, -2.410, -1.923], [4.967, -3.988, -0.854], [2.594, -3.997, -0.856], [3.167, -3.902, -2.600], [0.275, -1.547, 2.317], [-0.262, -2.870, 1.478], [1.201, -2.917, 3.531], [1.824, -4.126, 2.288], [2.587, -2.551, 2.660], [2.124, 0.056, -2.858], [2.922, 2.260, -2.209], [2.810, 4.251, -0.958], [1.427, 4.530, 0.148], [-0.281, 2.811, 0.609], [-1.137, -0.022, 1.092], [-2.154, -0.276, -0.411], [-2.769, 3.375, -0.358], [-3.130, 1.915, -1.440], [-5.275, 3.164, -0.321], [-5.030, 1.271, -0.439], [-4.732, 2.959, 2.072], [-5.488, 1.361, 1.758], [-2.910, 2.023, 2.615], [-3.463, 0.396, 2.165]], "orbital_gap_ev": 8.4, "lumo_energy_ev": 0.78}

---

{"formula": "C15H25N5O10P3RuS", "method": "ωB97M-V with the def2-TZVPD basis set", "symbols": ["Ru", "O", "C", "C", "C", "C", "C", "C", "C", "O", "N", "O", "O", "H", "H", "H", "H", "N", "C", "C", "P", "O", "O", "O", "P", "O", "O", "O", "H", "H", "H", "H", "H", "H", "H", "H", "S", "C", "N", "C", "N", "C", "N", "C", "P", "C", "C", "H", "H", "H", "H", "H", "H", "H", "H", "H", "H", "H", "H", "H"], "positions_angstrom": [[0.997, 0.698, 0.460], [1.051, 0.772, -1.926], [2.144, 0.585, -2.483], [3.013, -0.544, -2.317], [4.056, -0.754, -3.220], [4.817, -1.908, -3.161], [4.578, -2.870, -2.165], [3.624, -2.645, -1.218], [2.812, -1.476, -1.237], [1.943, -1.302, -0.321], [5.838, -2.137, -4.126], [6.086, -1.250, -4.924], [6.405, -3.216, -4.111], [2.498, 1.337, -3.210], [4.263, -0.032, -3.995], [5.166, -3.776, -2.170], [3.450, -3.357, -0.424], [-0.104, -1.771, 4.604], [0.041, -1.253, 3.223], [-0.668, -2.107, 2.204], [-0.750, 0.427, 3.387], [0.296, 1.228, 4.279], [-1.997, 0.205, 4.149], [-0.870, 1.097, 2.028], [1.900, -1.033, 3.042], [2.368, -2.232, 2.113], [2.351, -1.248, 4.448], [2.200, 0.300, 2.407], [-0.833, -1.188, 5.058], [0.918, -1.605, 4.968], [-0.331, -2.765, 4.652], [-1.714, -2.229, 2.491], [-0.184, -3.078, 2.088], [-0.639, -1.600, 1.234], [1.136, 1.362, 3.819], [2.283, -1.978, 1.158], [1.654, 2.856, 0.253], [-4.006, 2.564, 0.032], [-2.829, 3.062, -0.792], [-3.050, 2.638, -2.236], [-3.266, 1.245, -2.335], [-4.408, 0.850, -1.532], [-4.211, 1.176, -0.134], [-3.188, 0.362, 0.499], [-1.490, 0.632, -0.242], [-1.562, 2.506, -0.274], [-2.080, 0.461, -2.022], [-4.892, 3.115, -0.303], [-3.796, 2.787, 1.081], [-2.783, 4.084, -0.744], [-2.166, 2.922, -2.813], [-3.926, 3.178, -2.612], [-4.569, -0.222, -1.635], [-5.295, 1.379, -1.896], [-3.459, -0.690, 0.381], [-3.146, 0.583, 1.569], [-0.723, 2.838, -0.898], [-1.388, 2.854, 0.748], [-2.304, -0.590, -2.218], [-1.259, 0.751, -2.683]], "orbital_gap_ev": [6.8, 7.1], "multiplicity": 6, "lumo_energy_ev": [-0.61, -0.88], "s2": 8.77}

---

{"formula": "C15H26F3NO5P", "method": "ωB97M-V with the def2-TZVPD basis set", "symbols": ["F", "C", "F", "F", "C", "O", "C", "C", "C", "C", "C", "N", "C", "C", "H", "H", "H", "H", "H", "H", "H", "H", "H", "H", "H", "O", "P", "O", "C", "C", "O", "C", "C", "O", "C", "C", "H", "H", "H", "H", "H", "H", "H", "H", "H", "H", "H", "H", "H", "H", "H"], "positions_angstrom": [[-2.957, -2.085, 1.679], [-1.621, -1.669, 1.444], [-0.800, -2.094, 2.546], [-1.059, -2.291, 0.250], [-1.439, -0.073, 1.256], [-2.126, 0.440, 0.088], [-3.479, 0.868, 0.412], [-4.614, 0.194, -0.514], [-5.900, -0.077, 0.405], [-6.808, -1.358, 0.217], [-8.034, -1.573, 1.172], [-8.341, -0.621, 2.231], [-7.600, 0.591, 2.473], [-6.370, 0.896, 1.562], [-1.663, 0.517, 2.218], [-0.308, 0.087, 1.060], [-3.683, 0.504, 1.490], [-3.555, 2.005, 0.312], [-4.237, -0.780, -0.980], [-4.969, 0.859, -1.383], [-6.546, -2.118, -0.598], [-8.691, -2.499, 1.025], [-9.144, -0.818, 2.855], [-7.864, 1.344, 3.308], [-5.765, 1.844, 1.766], [3.964, 1.883, 0.410], [3.977, 1.178, -0.955], [3.975, -0.355, -0.336], [2.795, -0.829, 0.291], [1.631, -0.925, -0.677], [5.607, 1.400, -1.182], [6.204, 2.635, -0.789], [6.961, 2.453, 0.514], [3.913, 0.499, -2.526], [4.931, -0.327, -3.096], [4.905, -1.772, -2.632], [2.537, -0.182, 1.139], [3.018, -1.820, 0.694], [1.342, 0.068, -1.044], [0.760, -1.374, -0.195], [1.898, -1.521, -1.552], [5.452, 3.424, -0.705], [6.898, 2.939, -1.577], [6.361, 1.933, 1.266], [7.273, 3.417, 0.923], [7.852, 1.839, 0.353], [5.926, 0.101, -2.978], [4.733, -0.324, -4.172], [5.332, -1.879, -1.632], [5.504, -2.397, -3.299], [3.887, -2.166, -2.605]], "orbital_gap_ev": 6.1, "charge": 1, "lumo_energy_ev": -5.07}

---

Number 1: E_tot -36419.3892 eV. Number 2: E_tot -85170.7032 eV. Number 3: E_tot -45132.7179 eV.